Entry 1:
Computed, not measured: 16 unconnected molecules or ions with the total composition C28H24Cl60O6S, with ωB97M-V/def2-TZVPD.

The geometry in XYZ format:
```
119
C28H24Cl60O6S, DFT ωB97M-V/def2-TZVPD
C -2.89200 -7.01765 1.69501
C -2.33676 -5.64574 1.29123
C -1.83361 -5.69975 -0.15429
C -1.03547 -4.49265 -0.61208
C -1.84608 -3.19578 -0.61877
C -1.15857 -1.92756 -1.14321
C -2.13679 -1.08287 -1.99829
C -1.77350 0.40346 -2.09473
C -0.62461 0.72852 -3.04371
C -0.09331 2.14259 -2.83351
O 1.17456 2.16349 -2.14392
C 1.66765 3.44460 -2.14243
C 1.53335 4.23150 -0.86582
O 2.17880 3.93272 -3.13144
C -0.49293 -4.79010 -2.04886
O 0.91775 -4.78981 -2.02163
S 1.51899 -4.49887 -0.55760
O 2.14720 -5.67938 -0.07589
O 2.24954 -3.28234 -0.64906
O 0.14585 -4.28380 0.21275
H -3.39350 -6.99366 2.66074
H -3.59082 -7.37835 0.93188
H -2.07871 -7.74929 1.71487
H -1.52949 -5.39711 1.98174
H -3.13915 -4.90396 1.34327
H -2.68497 -5.86613 -0.82102
H -1.18538 -6.57894 -0.26269
H -2.11857 -2.99130 0.42297
H -2.79059 -3.39214 -1.13743
H -0.84067 -1.31733 -0.29423
H -0.26597 -2.11926 -1.74426
H -3.13546 -1.15433 -1.55992
H -2.12493 -1.52115 -3.00288
H -1.46577 0.76358 -1.10370
H -2.67173 0.97709 -2.34529
H -0.91055 0.66025 -4.09718
H 0.19965 0.02619 -2.88767
H 0.06010 2.65619 -3.78535
H -0.77241 2.76327 -2.23340
H 0.95916 5.12769 -1.08891
H 2.52060 4.55800 -0.53679
H 1.05062 3.71219 -0.05415
H -0.93715 -4.08139 -2.75177
H -0.85056 -5.77188 -2.36838
C 1.65054 1.01329 -6.85830
Cl 2.12291 1.81719 -5.36914
Cl 3.07423 0.77178 -7.87115
Cl 0.93474 -0.56406 -6.49262
Cl 0.43885 2.01154 -7.69922
C 4.27499 8.01102 -2.64912
Cl 5.13128 7.27032 -1.29313
Cl 4.63826 7.08614 -4.10191
Cl 2.53629 7.99301 -2.34638
Cl 4.79400 9.68818 -2.79014
C -6.32034 -5.78839 3.85738
Cl -5.00637 -5.34996 4.95460
Cl -6.18501 -4.84503 2.36851
Cl -6.21432 -7.50655 3.45664
Cl -7.87350 -5.48987 4.63631
C 3.62202 4.58555 -10.65951
Cl 4.72126 5.53561 -9.65487
Cl 2.83091 5.64419 -11.83260
Cl 4.53918 3.34040 -11.51686
Cl 2.40956 3.81561 -9.63668
C 3.80610 0.42215 1.11435
Cl 4.63702 1.75501 0.27551
Cl 2.07563 0.73506 1.27055
Cl 3.99142 -1.05326 0.18901
Cl 4.48709 0.25517 2.74032
C 6.22119 2.41834 -3.97302
Cl 5.71467 4.10996 -4.06868
Cl 4.88382 1.32168 -3.61400
Cl 6.92520 1.94716 -5.52472
Cl 7.43782 2.26311 -2.69748
C 8.46304 -1.70727 -4.25972
Cl 9.28783 -3.27000 -4.22344
Cl 9.65659 -0.41309 -4.11787
Cl 7.59101 -1.53808 -5.78607
Cl 7.32093 -1.60947 -2.91795
C -11.53497 -8.09387 4.10658
Cl -12.13777 -7.90023 2.45802
Cl -12.12428 -9.61823 4.77525
Cl -9.77009 -8.09212 4.09191
Cl -12.10744 -6.75157 5.10402
C 6.63640 12.55113 0.16257
Cl 6.38248 13.24143 -1.44456
Cl 5.96123 10.92080 0.20422
Cl 8.36605 12.48379 0.50886
Cl 5.83095 13.55630 1.37005
C -5.92935 -11.59708 2.75127
Cl -4.81414 -10.74239 1.67777
Cl -7.47386 -10.74055 2.78459
Cl -6.17609 -13.24170 2.16278
Cl -5.25136 -11.64420 4.38061
C 4.87974 6.67759 2.79618
Cl 4.22989 7.00380 4.40162
Cl 6.20384 5.51636 2.93139
Cl 3.60408 5.99220 1.78275
Cl 5.48975 8.16783 2.06209
C -8.49622 -1.13899 3.75546
Cl -8.68878 -1.57265 2.05323
Cl -10.03394 -1.35707 4.59516
Cl -7.27342 -2.17525 4.48822
Cl -7.99825 0.55321 3.87748
C 6.77999 -0.19812 6.75952
Cl 8.19189 -1.09748 6.20200
Cl 5.61106 -0.06199 5.43895
Cl 6.03493 -1.04600 8.11697
Cl 7.27033 1.41937 7.27210
C 2.94537 5.12951 7.96432
Cl 3.21988 4.05249 6.59374
Cl 1.85572 6.43684 7.48068
Cl 2.22004 4.22161 9.29338
Cl 4.48579 5.81656 8.48974
C -10.12407 4.79466 4.31985
Cl -9.11638 3.35516 4.11790
Cl -9.09686 6.21537 4.53642
Cl -11.13079 5.00815 2.88539
Cl -11.15404 4.59006 5.73873
```

Values from the calculation:
- Net charge: 0
- ΔE to the lowest compared entry with this formula, charge and spin: 0.0 kJ/mol
- LUMO level: -0.095 eV
- Spin multiplicity: 1


Entry 2:
Computed, not measured: a molecular structure, C28H24ClN8RuSe, with ωB97M-V/def2-TZVPD.

The geometry in XYZ format:
```
63
C28H24ClN8RuSe, DFT ωB97M-V/def2-TZVPD
Ru -0.35082 -0.19068 -0.00077
C 0.14552 -1.27041 2.74285
N -0.82891 -0.33715 2.09894
C -0.86853 1.04199 2.67501
C -0.91611 2.05808 1.57643
N -0.94872 1.72738 0.28488
C -0.88835 2.93836 -0.43585
C -0.91122 3.18828 -1.80364
C -0.86062 4.51036 -2.19653
C -0.79774 5.55642 -1.25784
C -0.79003 5.31513 0.10026
C -0.83924 3.97995 0.47905
N -0.84253 3.37338 1.74503
C 0.88751 -2.04769 1.69817
N 0.66327 -1.90192 0.38994
C 1.61897 -2.70600 -0.26679
C 1.83210 -2.94681 -1.61957
C 2.84836 -3.82222 -1.94352
C 3.62535 -4.44836 -0.95209
C 3.40682 -4.22607 0.39148
C 2.38240 -3.34119 0.70065
N 1.89171 -2.88305 1.93395
H -0.37397 -1.94453 3.42597
H 0.85914 -0.70020 3.33730
H -1.75397 -0.74493 2.19279
H 0.02202 1.20969 3.28073
H -1.73019 1.15141 3.33533
H -0.99225 2.38998 -2.52976
H -0.88637 4.75435 -3.25008
H -0.76388 6.57812 -1.61129
H -0.75893 6.12280 0.81963
H -0.84055 3.85865 2.63140
H 1.21464 -2.49515 -2.38469
H 3.04505 -4.04894 -2.98269
H 4.40913 -5.13063 -1.25209
H 3.99382 -4.72411 1.15167
H 2.21284 -3.18234 2.84416
Se 3.53377 1.61912 1.13965
N 4.18227 1.87017 -0.51499
C 3.23720 1.40750 -1.40962
C 3.33776 1.41066 -2.75726
C 2.20096 0.86253 -3.51079
C 1.08282 0.36825 -2.88231
N 0.98816 0.36989 -1.53458
C 2.03239 0.87237 -0.80742
N 1.91902 0.85822 0.48582
H 4.21259 1.79630 -3.26342
H 2.23841 0.84444 -4.59252
H 0.25122 -0.03437 -3.44218
Cl -5.39911 -1.87757 3.33618
C -4.37464 -1.60743 2.02677
C -4.41674 -0.36695 1.36267
C -3.59437 -0.15679 0.28703
C -2.69479 -1.16793 -0.14543
C -1.85558 -0.98213 -1.28106
C -2.68780 -2.41891 0.53074
C -3.50657 -2.63673 1.60764
H -5.12440 0.38427 1.68857
H -3.63902 0.77931 -0.25585
H -2.06704 -0.18737 -1.98850
H -1.40283 -1.86688 -1.71689
H -2.03872 -3.21022 0.17260
H -3.53071 -3.59166 2.11676
```

Values from the calculation:
- Net charge: +3
- ΔE to the lowest compared entry with this formula, charge and spin: 10.8 kJ/mol
- LUMO level (spin up / spin down): -9.824 / -11.983 eV
- Spin multiplicity: 5
- Expectation value of S²: 6.082


Entry 3:
Computed, not measured: a molecular structure, C28H24CrN3OP, with ωB97M-V/def2-TZVPD.

The geometry in XYZ format:
```
58
C28H24CrN3OP, DFT ωB97M-V/def2-TZVPD
Cr 0.02295 -0.08413 0.06164
O 2.52714 -1.04725 0.82468
N 2.03272 0.11793 0.22298
C 2.88561 0.99887 -0.12513
C 2.61222 2.32571 -0.70180
C 3.71701 2.93338 -1.28923
C 3.62459 4.20726 -1.83183
C 2.42605 4.89107 -1.75378
C 1.32064 4.30180 -1.14586
C 1.39067 3.02279 -0.62145
P -0.03513 2.30935 0.25814
C 0.12711 2.84964 1.97401
C 0.07402 4.20403 2.30512
C 0.22832 4.59886 3.62314
C 0.43837 3.64630 4.61840
C 0.49347 2.29788 4.30039
C 0.33768 1.90110 2.97671
C -1.52810 3.06151 -0.43622
C -1.64724 3.28524 -1.81043
C -2.85052 3.73433 -2.34070
C -3.94309 3.94565 -1.50859
C -3.83613 3.70776 -0.14328
C -2.63349 3.26496 0.39526
H 3.44368 -0.87960 1.09601
H 3.93693 0.75248 0.01926
H 4.66346 2.40057 -1.32774
H 4.48855 4.66248 -2.30079
H 2.34441 5.89417 -2.15698
H 0.39166 4.85637 -1.08918
H -0.09251 4.95224 1.53678
H 0.18482 5.65078 3.87891
H 0.55769 3.96141 5.64833
H 0.65394 1.55895 5.07750
H 0.38383 0.84591 2.73930
H -0.80125 3.12568 -2.47173
H -2.93248 3.92424 -3.40437
H -4.87774 4.30336 -1.92417
H -4.68571 3.88092 0.50654
H -2.55190 3.10800 1.46460
N -2.09937 -0.19564 -0.12371
C -2.53924 -1.59278 -0.07775
C -3.84231 -1.95419 0.05574
C -4.20445 -3.32180 0.05522
C -3.24873 -4.28141 -0.10018
C -1.88565 -3.91988 -0.23657
C -0.84640 -4.86544 -0.40590
C 0.44559 -4.44500 -0.52346
C 0.72268 -3.07620 -0.44248
N -0.21296 -2.15551 -0.28010
C -1.52997 -2.56665 -0.20199
H -2.33652 0.20357 -1.03080
H -2.62913 0.36522 0.53634
H -4.61054 -1.19313 0.15092
H -5.24554 -3.59733 0.16499
H -3.51816 -5.33210 -0.12078
H -1.09041 -5.92254 -0.44106
H 1.26123 -5.14167 -0.65991
H 1.74442 -2.72501 -0.49986
```

Values from the calculation:
- Net charge: +2
- LUMO level (spin up / spin down): -6.168 / -6.383 eV
- Spin multiplicity: 5
- Expectation value of S²: 6.024


Entry 4:
Computed, not measured: a molecular structure, C28H24N14OPt, with ωB97M-V/def2-TZVPD.

The geometry in XYZ format:
```
68
C28H24N14OPt, DFT ωB97M-V/def2-TZVPD
Pt 0.10340 0.08268 0.28160
C -4.14231 -1.40824 3.38139
N -3.39344 -0.77552 2.29001
C -2.14791 -1.00811 1.92920
N -1.78158 -0.09470 1.02477
C -2.90510 0.67351 0.86986
N -3.89335 0.28960 1.62672
C -4.00207 -0.62757 4.66829
C -5.00214 -0.69676 5.62848
C -4.82863 -0.07558 6.85880
C -3.66375 0.62163 7.13868
C -2.67361 0.71351 6.16649
C -2.85027 0.09450 4.93766
C -1.42422 1.42377 6.45534
N -0.89013 1.65490 7.59535
N 0.31094 2.33114 7.33353
C 0.39163 2.43815 6.06100
O -0.67162 1.88088 5.41179
C 1.45531 3.07561 5.27745
C 2.73673 3.15457 5.82045
C 3.74434 3.78271 5.10949
C 3.48127 4.33104 3.85919
C 2.20196 4.26860 3.32385
C 1.91648 4.90447 1.98294
N 1.04862 4.03738 1.17651
C 1.33796 2.84982 0.67615
N 0.22160 2.26748 0.24548
C -0.74356 3.19818 0.51930
N -0.27672 4.27755 1.08789
C 1.18630 3.63694 4.03569
H -3.72757 -2.41152 3.48793
H -5.17683 -1.49853 3.06125
H -1.54250 -1.81738 2.30424
H -2.99639 1.46938 0.15269
H -5.91550 -1.24311 5.42546
H -5.61029 -0.13590 7.60370
H -3.51769 1.10243 8.09664
H -2.07224 0.19630 4.19226
H 2.92411 2.73858 6.80211
H 4.73864 3.85330 5.52999
H 4.27544 4.82567 3.31170
H 2.83637 5.08584 1.42990
H 1.37926 5.84662 2.07207
H 2.33408 2.44057 0.65731
H -1.78422 3.08714 0.28085
H 0.17510 3.60591 3.64417
N 1.32029 0.54024 -2.68111
C 2.28986 0.27480 -1.80869
N 3.53722 0.27498 -2.23960
C 4.48019 0.00008 -1.33737
N 5.74089 -0.03153 -1.73485
N 4.24645 -0.24916 -0.01390
C 2.99683 -0.23489 0.32796
N 1.95480 0.01998 -0.50461
C 2.63485 -0.47197 1.74751
C 3.59458 -0.64118 2.72308
C 3.18356 -0.78244 4.04216
C 1.83235 -0.73881 4.33275
C 0.92841 -0.57726 3.29513
N 1.31945 -0.45781 2.02699
H 1.57981 0.70590 -3.64051
H 0.34646 0.51472 -2.43432
H 5.96317 0.12539 -2.70437
H 6.46985 -0.26278 -1.08126
H 4.63724 -0.64822 2.44027
H 3.91210 -0.91448 4.83095
H 1.47040 -0.82764 5.34844
H -0.13180 -0.52169 3.48732
```

Values from the calculation:
- Net charge: +2
- ΔE to the lowest compared entry with this formula, charge and spin: 141.7 kJ/mol
- LUMO level (spin up / spin down): -7.267 / -7.259 eV
- Spin multiplicity: 1


no.,electronic energy (eV)
1,-803885.7364
2,-121770.2789
3,-73640.7338
4,-55569.0184